[1]
# C4H7Cl2NO2

One molecule with the formula C4H7Cl2NO2 at a distorted geometry (ωB97M-V/def2-TZVPD, the OMol25 dataset).

As for the spin multiplicity: 1. Its energy relative to the best compared isomer or geometry (same formula, charge and spin) is 56.3 kcal per mole. The value obtained for the HOMO-LUMO gap is 9.58 eV. The SMILES is C[C@@]1(N)O[C@@]1(O)C(Cl)Cl.

Last column: Mulliken charge in e.
Element x y z (Å)
1 C -0.1582 0.9869 1.2783  -1.286
2 C -0.3163 0.2606 0.0305  1.000
3 N -1.5649 -0.2023 -0.3121  -0.474
4 O 0.3747 0.7819 -1.0505  -0.482
5 C 1.0187 -0.4099 -0.6061  -0.101
6 O 0.5952 -1.5404 -1.3411  -0.481
7 C 2.5625 -0.3061 -0.5695  0.127
8 Cl 3.3095 -1.4905 0.3690  -0.120
9 Cl 2.9916 1.3899 0.0836  -0.195
10 H 0.8493 1.3631 1.4020  0.273
11 H -1.0838 1.7385 1.4066  0.304
12 H -0.1243 0.1457 2.1123  0.310
13 H -2.0148 -0.3474 0.4973  0.179
14 H -1.7818 -0.5396 -1.2782  0.237
15 H 1.2729 -1.5819 -2.0530  0.361
16 H 2.8781 -0.2604 -1.5848  0.348

[2]
# C2H6N3OS

An isolated ion of composition C2H6N3OS and charge +1 at a distorted geometry (ωB97M-V/def2-TZVPD, the OMol25 dataset).

Its charge is +1. As for the spin multiplicity: 1. Its energy relative to the best compared isomer or geometry (same formula, charge and spin) is 108.7 kcal per mole. The value obtained for the HOMO-LUMO gap (spin up / spin down) is 8.02 / 8.02 eV.

Last column: Mulliken charge in e.
Element x y z (Å)
1 C 0.3206 -1.1272 0.2807  0.119
2 C -0.0226 1.2062 0.9370  -0.059
3 N 0.5416 1.4326 -0.3352  -0.275
4 N -1.3703 1.2668 -1.8590  -0.389
5 N 0.2721 -2.4171 0.3812  -0.250
6 O 0.4472 -0.1969 1.2164  -0.352
7 S -0.0823 0.4771 -1.5422  0.450
8 H -1.0936 1.2289 1.1861  0.261
9 H 0.3747 1.8352 1.6649  0.229
10 H 1.5701 1.3409 -0.3477  0.356
11 H -1.9941 0.7735 -2.3922  0.276
12 H 0.4695 -2.9909 -0.4942  0.331
13 H 0.5670 -2.8291 1.3043  0.304

[3]
# C2H4N2OS

One molecule with the formula C2H4N2OS at a distorted geometry (ωB97M-V/def2-TZVPD, the OMol25 dataset).

As for the spin multiplicity: 1. Its energy relative to the best compared isomer or geometry (same formula, charge and spin) is 98.3 kcal per mole. The value obtained for the HOMO-LUMO gap is 8.54 eV.

Last column: Mulliken charge in e.
Element x y z (Å)
1 C -1.4964 2.0270 -0.0916  0.419
2 C 0.5660 -1.2007 0.8775  -0.793
3 N -2.0874 3.0036 0.0764  -0.492
4 N -1.0515 0.8758 -0.4648  -0.474
5 O 1.1640 -0.0014 -1.5010  -0.383
6 S 0.7248 0.4529 -0.0073  0.390
7 H 1.5909 -1.6415 0.8871  0.324
8 H -0.0265 -1.7291 0.1835  0.326
9 H 0.0631 -1.1360 1.8109  0.330
10 H 0.5531 -0.6506 -1.7706  0.353

[4]
# C4H4BrOP

One molecule with the formula C4H4BrOP at a distorted geometry (ωB97M-V/def2-TZVPD, the OMol25 dataset).

As for the spin multiplicity: 1. Its energy relative to the best compared isomer or geometry (same formula, charge and spin) is 31.7 kcal per mole. The value obtained for the HOMO-LUMO gap is 7.90 eV. The SMILES is [H]/P=C1\C=C[C@@H](Br)O1.

Last column: Mulliken charge in e.
Element x y z (Å)
1 H -2.1512 -2.4071 0.9703  -0.032
2 P -1.3290 -2.6645 -0.0832  -0.122
3 C -0.3107 -1.3791 -0.1394  0.404
4 C -0.2984 -0.2146 0.7447  -0.254
5 C 0.3099 0.8307 0.1176  -0.389
6 C 0.9960 0.1420 -1.0147  -0.126
7 Br 2.9001 -0.1348 -0.3964  -0.189
8 O 0.4703 -1.0877 -1.1809  -0.351
9 H -0.9360 -0.3414 1.6552  0.307
10 H 0.3962 1.9485 0.4145  0.310
11 H 0.9781 0.6935 -1.9101  0.444